# 1
Molecular formula: C37H77BBr2F3N10O14
Method: DFT, ωB97M-V/def2-TZVPD

Structure (XYZ):
```
144
Properties=species:S:1:pos:R:3:mulliken_charge:R:1
C 0.51 -0.84 -0.68 -0.993
C -0.63 -1.79 -0.95 0.007
O -1.48 -1.37 -2.02 -0.469
C -2.25 -0.23 -1.72 -1.124
C -3.64 -0.41 -2.35 -1.338
C -4.82 -0.57 -1.37 2.425
O -4.47 -1.13 -0.12 -1.013
B -4.14 -2.45 0.16 1.157
O -3.58 -3.28 -0.78 -0.554
O -4.24 -2.80 1.48 -0.575
C -5.92 -1.43 -2.05 -1.482
C -7.09 -1.99 -1.23 -1.627
C -7.57 -1.20 -0.02 -0.351
C -8.80 -1.73 0.74 0.504
F -8.52 -1.76 2.06 -0.316
Br -9.35 -3.51 0.22 -0.053
C -9.99 -0.76 0.55 0.252
F -9.58 0.47 0.96 -0.204
F -10.24 -0.64 -0.78 -0.168
Br -11.58 -1.21 1.49 -0.025
N -6.45 -0.68 -3.23 -0.089
C -6.92 0.59 -2.87 -0.129
N -8.12 0.90 -3.29 -0.004
C -8.89 2.11 -3.01 -0.255
C -9.80 2.50 -4.18 0.229
O -10.87 2.97 -4.00 -0.472
O -9.23 2.39 -5.40 -0.446
N -6.15 1.39 -2.14 -0.070
C -5.37 0.83 -1.00 -0.393
C -4.34 1.89 -0.60 -1.685
O -3.66 1.51 0.55 -0.205
C -3.99 2.25 1.72 -0.859
H 1.26 -1.32 -0.04 0.227
H 0.17 0.05 -0.15 0.227
H 1.01 -0.55 -1.60 0.254
H -0.27 -2.78 -1.25 0.429
H -1.23 -1.94 -0.04 0.061
H -2.32 -0.07 -0.64 0.698
H -1.78 0.66 -2.14 0.345
H -3.57 -1.28 -3.01 0.586
H -3.85 0.45 -2.99 0.515
H -4.11 -3.69 -1.47 0.329
H -4.96 -3.38 1.73 0.301
H -5.41 -2.28 -2.49 1.120
H -7.93 -2.10 -1.92 0.546
H -6.84 -3.01 -0.92 0.620
H -6.79 -1.07 0.72 0.371
H -7.85 -0.20 -0.36 0.158
H -5.71 -0.57 -3.92 0.512
H -8.52 0.17 -3.87 0.406
H -8.21 2.95 -2.87 0.337
H -9.50 1.96 -2.13 0.275
H -8.78 1.53 -5.56 0.327
H -6.51 2.32 -1.97 0.431
H -6.06 0.71 -0.17 0.169
H -4.89 2.83 -0.45 0.815
H -3.63 2.07 -1.42 0.221
H -3.59 3.26 1.68 0.308
H -5.08 2.29 1.86 0.329
H -3.55 1.72 2.56 0.285
C -6.99 0.52 -8.11 0.140
O -7.30 0.23 -6.95 -0.613
N -7.84 1.11 -8.97 0.147
C -7.47 1.56 -10.29 -0.894
C -9.18 1.30 -8.45 -0.850
H -5.99 0.34 -8.52 0.304
H -7.61 2.64 -10.38 0.335
H -8.06 1.07 -11.06 0.329
H -6.42 1.33 -10.46 0.292
H -9.04 1.78 -7.49 0.237
H -9.65 0.34 -8.26 0.299
H -9.81 1.89 -9.11 0.370
C 3.83 -2.92 -0.01 0.096
O 3.48 -1.78 0.25 -0.678
N 4.51 -3.73 0.81 0.278
C 4.88 -5.08 0.45 -1.128
C 4.91 -3.20 2.11 -0.912
H 3.58 -3.40 -0.98 0.324
H 4.46 -5.80 1.15 0.540
H 5.97 -5.18 0.44 0.354
H 4.50 -5.31 -0.55 0.277
H 4.03 -2.90 2.67 0.193
H 5.55 -2.33 1.99 0.315
H 5.44 -3.97 2.66 0.361
C 3.79 -8.90 0.93 0.124
O 3.46 -7.75 1.18 -0.612
N 4.49 -9.68 1.77 0.107
C 4.86 -11.03 1.43 -0.914
C 4.89 -9.13 3.05 -0.901
H 3.53 -9.39 -0.02 0.283
H 4.44 -11.74 2.14 0.338
H 5.95 -11.16 1.42 0.344
H 4.48 -11.27 0.44 0.285
H 4.02 -8.83 3.64 0.292
H 5.52 -8.25 2.92 0.264
H 5.45 -9.89 3.60 0.380
C 6.22 -0.24 4.45 0.090
O 6.43 -1.44 4.43 -0.600
N 5.01 0.33 4.65 0.189
C 4.84 1.77 4.63 -0.846
C 3.87 -0.53 4.88 -0.785
H 7.02 0.51 4.31 0.327
H 4.45 2.13 5.58 0.332
H 4.14 2.06 3.84 0.336
H 5.79 2.26 4.44 0.197
H 4.01 -1.15 5.77 0.325
H 3.69 -1.19 4.03 0.068
H 2.99 0.10 5.03 0.395
C 5.81 5.34 3.35 0.117
O 6.02 4.57 4.28 -0.569
N 6.77 6.02 2.70 0.176
C 6.47 6.93 1.61 -0.945
C 8.15 5.83 3.12 -0.845
H 4.80 5.53 2.95 0.289
H 6.97 6.61 0.69 0.348
H 6.80 7.94 1.85 0.345
H 5.40 6.94 1.44 0.286
H 8.45 4.79 3.00 0.276
H 8.28 6.10 4.16 0.147
H 8.79 6.47 2.51 0.371
C 10.47 6.79 6.61 0.138
O 10.50 6.55 5.42 -0.554
N 9.68 6.15 7.50 0.151
C 9.69 6.48 8.91 -0.916
C 8.79 5.10 7.03 -0.890
H 11.11 7.56 7.08 0.252
H 9.98 5.62 9.51 0.329
H 8.71 6.82 9.24 0.335
H 10.41 7.28 9.08 0.293
H 9.36 4.30 6.55 0.284
H 8.07 5.48 6.30 0.229
H 8.25 4.70 7.88 0.372
C 4.31 1.92 -2.39 0.077
O 4.48 3.09 -2.71 -0.622
N 4.84 0.87 -3.05 0.145
C 4.60 -0.49 -2.63 -0.649
C 5.68 1.14 -4.21 -0.984
H 3.70 1.62 -1.53 0.334
H 5.53 -0.99 -2.37 0.381
H 4.10 -1.06 -3.42 0.344
H 3.96 -0.49 -1.74 -0.029
H 6.54 1.74 -3.93 0.295
H 5.13 1.68 -4.97 0.291
H 6.03 0.19 -4.61 0.388
```

Calculated values
Highest occupied orbital energy: -0.365 Eh
Net charge: +1
Multiplicity: 1


# 2
Molecular formula: C28H48BrN3P2PtS
Method: DFT, ωB97M-V/def2-TZVPD

Structure (XYZ):
```
84
Properties=species:S:1:pos:R:3:mulliken_charge:R:1
N -5.02 -0.80 3.19 -0.400
C -4.05 -0.01 3.68 -0.847
C -3.27 0.82 2.88 -0.392
C -3.46 0.77 1.48 0.402
C -4.51 -0.02 0.97 -0.417
C -5.23 -0.81 1.87 -0.738
C -2.59 1.50 0.61 0.130
Pt 0.55 -0.28 -0.16 1.888
P 2.23 0.65 -1.35 -1.190
C -2.71 1.50 -0.75 -0.094
C -1.92 2.38 -1.58 0.180
C -1.96 2.20 -2.99 -0.343
C -1.02 2.80 -3.82 -0.583
C -0.04 3.59 -3.20 -0.388
C -0.09 3.97 -1.86 -0.347
C -1.06 3.37 -1.06 -0.572
Br 1.53 4.06 -4.29 0.078
H -1.73 1.98 1.09 0.228
H -3.11 0.60 -1.22 0.329
H -2.46 1.43 3.29 0.677
H -4.69 -0.08 -0.10 0.672
H -3.88 -0.06 4.77 0.542
H -5.98 -1.51 1.50 0.457
H -2.76 1.56 -3.40 0.651
H -1.12 3.61 -0.01 0.818
H -1.03 2.68 -4.91 0.449
H 0.59 4.73 -1.48 0.623
P -0.36 -2.26 -0.58 0.721
C 2.71 2.21 -0.54 -0.188
C 3.44 3.17 -1.47 -0.952
H 3.34 1.95 0.33 0.570
H 1.78 2.65 -0.14 0.363
H 3.69 4.11 -0.96 0.451
H 4.38 2.76 -1.86 0.299
H 2.82 3.47 -2.32 -0.100
C 1.72 0.84 -3.08 1.808
C 2.82 0.93 -4.14 -1.612
H 1.17 1.78 -3.07 -1.435
H 0.96 0.08 -3.31 0.079
H 2.39 1.20 -5.11 0.461
H 3.56 1.70 -3.89 0.366
H 3.32 -0.04 -4.26 0.451
C 3.55 -0.62 -1.26 -0.127
C 4.92 -0.03 -1.57 -1.435
H 3.28 -1.43 -1.96 0.377
H 3.50 -1.05 -0.25 0.445
H 5.68 -0.82 -1.52 0.455
H 4.96 0.38 -2.59 0.317
H 5.21 0.74 -0.86 0.366
C 0.56 -3.56 0.30 -0.848
C 2.03 -3.72 -0.11 -1.130
H 0.00 -4.48 0.07 0.658
H 0.48 -3.35 1.37 0.122
H 2.33 -4.76 0.06 0.421
H 2.23 -3.48 -1.17 0.227
H 2.70 -3.10 0.52 0.311
C -0.15 -2.61 -2.36 -0.770
C -1.25 -1.91 -3.19 -1.110
H -0.18 -3.70 -2.47 0.598
H 0.85 -2.26 -2.67 0.285
H -1.07 -2.10 -4.26 0.424
H -2.25 -2.31 -2.95 0.366
H -1.26 -0.82 -3.04 0.194
C -2.09 -2.63 -0.14 -0.357
C -2.39 -2.97 1.33 -1.228
H -2.37 -3.48 -0.78 0.712
H -2.70 -1.76 -0.44 0.046
H -3.46 -3.19 1.43 0.403
H -1.84 -3.85 1.69 0.442
H -2.18 -2.12 2.01 0.029
C 1.00 1.02 5.21 -1.033
N 0.69 0.99 3.78 -0.123
C 0.57 -0.19 3.13 0.453
S 1.64 -0.57 1.83 -0.224
N -0.24 -1.12 3.61 0.111
C -1.04 -1.02 4.81 -1.161
H 1.40 0.06 5.57 0.356
H 0.14 1.33 5.81 0.342
H 1.77 1.78 5.36 0.402
H 1.15 1.71 3.21 0.337
H -0.28 -1.98 3.07 0.078
H -1.48 -0.02 4.88 0.363
H -1.85 -1.75 4.74 0.383
H -0.44 -1.22 5.71 0.427
```

Calculated values
Highest occupied orbital energy (spin up / spin down): -0.716 / -0.734 Eh
Net charge: +4
Multiplicity: 5
Energy above the lowest of the compared OMol25 structures with the same formula, charge and spin: 28.6 kJ/mol


| no. | total energy (eV) |
| --- | --- |
| 1 | -232094.87087 |
| 2 | -136943.91450 |